[1]
Below is a structure of composition C25H42F4N3PSTi, with properties calculated with ωB97M-V/def2-TZVPD.

ORCA input file:
```
! RIJCOSX wB97M-V def2-TZVPD def2/J DEFGRID3
* xyz -1 2
H 2.888 -2.295 -2.769
H 3.639 3.036 1.152
C -1.914 -1.601 -1.247
C 3.554 -1.361 2.557
H 2.131 2.642 0.294
F -1.371 -0.779 -4.783
H 3.836 1.129 -2.719
H 6.002 -1.227 -0.977
P 3.345 0.040 0.147
H 2.730 -2.766 0.179
C 4.316 -0.284 1.760
N -1.258 -1.276 -0.117
H 0.529 1.837 4.773
C 5.199 -1.264 -1.713
H -1.979 2.295 1.588
F -4.750 -3.356 -2.746
C 5.784 -0.703 1.626
H -0.017 -1.264 2.307
H 5.354 -2.160 -2.325
H 4.601 0.739 3.632
C -0.268 2.237 -0.548
H 2.478 -1.216 2.453
C -3.635 -2.594 -2.675
C -3.280 1.020 2.783
C 3.813 -1.347 -1.070
H 3.491 2.820 -2.378
H -2.617 0.921 0.750
H 5.564 2.914 -1.175
F -0.282 -0.315 -2.370
H 1.745 -1.443 -1.721
H 6.216 -0.785 2.630
F -3.673 -2.990 -0.370
H 3.724 -3.496 -1.088
H 3.800 -2.373 2.238
Ti 0.022 0.399 -0.145
H -1.732 -2.695 1.396
C 3.337 1.798 -2.020
H 4.492 -2.876 0.366
H 3.238 1.371 2.693
H -1.133 2.230 4.352
H -3.606 -0.021 2.832
H 5.833 2.101 0.357
H -3.555 -2.251 -4.802
H 5.901 -1.673 1.147
H 6.377 0.022 1.073
C -1.952 -1.319 -3.695
H 0.974 0.736 2.696
C -0.349 1.483 4.227
C 3.197 2.842 0.178
H 3.291 3.759 -0.412
H 0.206 2.245 2.276
C 2.737 -1.391 -2.168
C 3.896 1.703 -0.590
C -1.398 -1.099 -2.464
C -1.814 -1.623 1.181
C -3.079 -2.379 -1.430
H 2.261 1.613 -2.033
C 4.257 0.987 2.623
H -2.878 -1.374 1.255
C 0.035 1.283 2.762
C -1.035 -0.870 2.254
H -0.677 0.554 4.700
H 3.819 -1.278 3.616
N 1.832 -0.007 0.454
C 3.686 -2.696 -0.343
H -4.153 1.621 2.522
C -2.209 1.238 1.713
H 5.966 1.199 -1.156
S -0.581 3.806 -0.884
N -0.914 0.550 1.901
H 2.767 -0.538 -2.841
H 5.300 -0.403 -2.371
H -2.958 1.317 3.779
H -1.522 -1.034 3.225
H 4.901 1.777 2.246
C -3.101 -2.079 -3.838
C 5.404 1.975 -0.636
*
```

Calculated values
- expectation value of S² = 0.99
- HOMO (alpha / beta) (eV) = -1.886 / -2.515

What are the Löwdin partial charges on each atom? They are as follows, in elementary charge units: number 1, H, carries 0.09; number 2, H, carries 0.06; number 3, C, carries -0.19; number 4, C, carries -0.10; number 5, H, carries 0.03; number 6, F, carries 0.08; number 7, H, carries 0.06; number 8, H, carries 0.06; number 9, P, carries 0.86; number 10, H, carries 0.08; number 11, C, carries -0.59; number 12, N, carries -0.07; number 13, H, carries 0.07; number 14, C, carries -0.09; number 15, H, carries 0.10; number 16, F, carries 0.07; number 17, C, carries -0.09; number 18, H, carries 0.11; number 19, H, carries 0.08; number 20, H, carries 0.08; number 21, C, carries -0.95; number 22, H, carries 0.05; number 23, C, carries -0.23; number 24, C, carries -0.08; number 25, C, carries -0.59; number 26, H, carries 0.09; number 27, H, carries 0.11; number 28, H, carries 0.08; number 29, F, carries 0.01; number 30, H, carries 0.05; number 31, H, carries 0.08; number 32, F, carries 0.06; number 33, H, carries 0.08; number 34, H, carries 0.06; number 35, Ti, carries 0.67; number 36, H, carries 0.12; number 37, C, carries -0.09; number 38, H, carries 0.05; number 39, H, carries 0.07; number 40, H, carries 0.06; number 41, H, carries 0.06; number 42, H, carries 0.06; number 43, H, carries 0.12; number 44, H, carries 0.05; number 45, H, carries 0.06; number 46, C, carries -0.23; number 47, H, carries 0.07; number 48, C, carries -0.08; number 49, C, carries -0.10; number 50, H, carries 0.09; number 51, H, carries 0.11; number 52, C, carries -0.10; number 53, C, carries -0.59; number 54, C, carries -0.14; number 55, C, carries -0.22; number 56, C, carries -0.14; number 57, H, carries 0.07; number 58, C, carries -0.10; number 59, H, carries 0.10; number 60, C, carries -0.24; number 61, C, carries -0.19; number 62, H, carries 0.07; number 63, H, carries 0.08; number 64, N, carries -0.31; number 65, C, carries -0.10; number 66, H, carries 0.08; number 67, C, carries -0.24; number 68, H, carries 0.06; number 69, S, carries 0.26; number 70, N, carries -0.26; number 71, H, carries 0.06; number 72, H, carries 0.06; number 73, H, carries 0.05; number 74, H, carries 0.11; number 75, H, carries 0.06; number 76, C, carries 0.04; number 77, C, carries -0.09


[2]
Below is a structure of composition C25H42FLuN3O5S2, with properties calculated with ωB97M-V/def2-TZVPD.

ORCA input file:
```
! RIJCOSX wB97M-V def2-TZVPD def2/J DEFGRID3
* xyz 3 1
C -1.719 -0.186 3.379
C -1.228 3.730 2.255
C -1.134 -4.649 1.191
C -3.211 -0.440 -2.326
H 1.965 -0.377 -4.728
C -3.474 0.880 -0.221
H 0.071 0.222 0.541
H -0.077 -4.798 1.432
H -1.012 -1.205 5.169
C -0.092 1.811 1.901
C 4.478 1.779 -2.380
C 0.636 -3.829 -2.986
C -1.357 -2.245 0.289
H -0.045 0.588 6.225
H -1.162 4.564 4.191
H 0.254 -1.061 3.985
H -3.264 -2.357 -0.754
C -0.141 0.312 1.614
H -0.352 -1.621 -4.405
H -3.785 0.619 0.790
O -0.557 4.565 1.704
F 1.323 0.830 4.759
C 3.046 0.683 -0.897
C 0.598 -0.994 -2.488
C -1.917 4.077 3.568
C 3.977 -0.554 -0.755
H 0.455 -0.090 -1.875
S 1.186 1.829 -4.080
H 4.820 1.905 -3.409
N 3.149 1.103 -2.301
H -2.339 3.185 4.035
C -2.602 -0.238 -0.899
C -2.708 -1.605 -0.180
H 0.680 0.206 -5.760
C -0.035 -0.717 -3.881
H -0.930 -0.085 -3.788
H -4.374 1.022 -0.826
H -0.535 1.623 4.828
H -2.126 -4.154 -0.630
N -1.339 -0.395 1.975
H 0.738 -0.140 2.119
H 3.510 -1.471 -1.124
H -1.757 -2.446 2.385
H -1.591 0.175 -0.968
C -0.598 -0.526 4.415
H 6.537 1.100 -1.990
H -1.060 -2.446 -2.215
H 4.216 -0.737 0.304
H -2.691 -1.209 -2.905
H -0.046 -1.998 2.000
H -3.306 0.498 -2.881
H -2.730 4.795 3.421
H -2.926 1.830 -0.259
C -0.020 0.709 5.143
H -2.049 0.844 3.574
H -1.863 -5.198 1.797
C -0.115 -2.173 -1.734
H -3.308 -1.450 0.725
C 2.143 1.952 -2.678
C 0.988 0.121 -4.710
H 5.600 1.294 -0.531
H 2.048 0.359 -0.590
H -4.229 -0.822 -2.172
O 0.361 -4.144 -4.068
S 1.726 3.308 -1.651
C 5.540 0.948 -1.576
O 5.168 -0.404 -1.518
H 0.613 2.212 1.124
C -1.580 -3.790 0.246
H 4.476 2.780 -1.917
H -2.582 -0.807 3.641
C -1.115 -1.817 1.773
H 0.351 2.064 2.873
O -0.204 -1.783 -0.414
Lu 0.180 5.014 -0.925
H 3.342 1.472 -0.186
N 0.775 -3.378 -1.870
O -1.330 2.496 1.719
H 1.666 -1.166 -2.638
*
```

Calculated values
- HOMO (eV) = -14.493

What are the Löwdin partial charges on each atom? They are as follows, in elementary charge units: number 1, C, carries -0.15; number 2, C, carries -0.49; number 3, C, carries 0.10; number 4, C, carries -0.08; number 5, H, carries 0.11; number 6, C, carries -0.06; number 7, H, carries 0.09; number 8, H, carries 0.10; number 9, H, carries 0.12; number 10, C, carries -0.14; number 11, C, carries -0.09; number 12, C, carries -0.31; number 13, C, carries -0.38; number 14, H, carries 0.13; number 15, H, carries 0.12; number 16, H, carries 0.11; number 17, H, carries 0.12; number 18, C, carries -0.16; number 19, H, carries 0.13; number 20, H, carries 0.08; number 21, O, carries -0.01; number 22, F, carries -0.07; number 23, C, carries -0.17; number 24, C, carries -0.11; number 25, C, carries 0.08; number 26, C, carries -0.13; number 27, H, carries 0.08; number 28, S, carries 1.12; number 29, H, carries 0.14; number 30, N, carries -0.15; number 31, H, carries 0.09; number 32, C, carries -0.36; number 33, C, carries -0.08; number 34, H, carries 0.11; number 35, C, carries -0.19; number 36, H, carries 0.10; number 37, H, carries 0.08; number 38, H, carries 0.09; number 39, H, carries 0.13; number 40, N, carries -0.13; number 41, H, carries 0.14; number 42, H, carries 0.13; number 43, H, carries 0.14; number 44, H, carries 0.10; number 45, C, carries -0.12; number 46, H, carries 0.15; number 47, H, carries 0.15; number 48, H, carries 0.14; number 49, H, carries 0.06; number 50, H, carries 0.14; number 51, H, carries 0.08; number 52, H, carries 0.12; number 53, H, carries 0.05; number 54, C, carries -0.17; number 55, H, carries 0.10; number 56, H, carries 0.10; number 57, C, carries -0.32; number 58, H, carries 0.13; number 59, C, carries -0.92; number 60, C, carries -0.35; number 61, H, carries 0.13; number 62, H, carries 0.10; number 63, H, carries 0.10; number 64, O, carries 0.22; number 65, S, carries 0.47; number 66, C, carries -0.15; number 67, O, carries -0.09; number 68, H, carries 0.10; number 69, C, carries -0.04; number 70, H, carries 0.12; number 71, H, carries 0.13; number 72, C, carries -0.12; number 73, H, carries 0.13; number 74, O, carries -0.07; number 75, Lu, carries 1.79; number 76, H, carries 0.12; number 77, N, carries 0.19; number 78, O, carries -0.02; number 79, H, carries 0.11


[3]
Below is a structure of composition C25H42GeN2P2PtS, with properties calculated with ωB97M-V/def2-TZVPD.

ORCA input file:
```
! RIJCOSX wB97M-V def2-TZVPD def2/J DEFGRID3
* xyz 2 1
P -2.354 -0.376 0.215
H 3.382 -5.340 -2.242
P -2.283 2.781 -0.173
H -4.621 1.981 -4.446
H 1.127 -3.412 -1.526
C 3.070 -2.585 -2.035
C 1.816 5.221 0.766
C -1.816 4.360 -0.972
H -3.843 0.409 1.987
H -4.620 -0.828 0.974
C 0.780 -4.498 1.825
C -3.134 0.362 -1.263
H 1.691 7.272 1.353
H 2.993 -2.767 1.617
C -0.155 -5.433 2.580
C 1.179 -3.297 2.673
C -3.734 -0.419 -2.245
C -3.089 1.754 -1.438
C 2.063 -2.304 1.951
H 0.653 2.858 2.908
H 1.677 -5.046 1.528
H 3.536 -1.597 -2.067
Pt -0.626 1.119 0.634
C 2.273 6.630 0.693
H 1.337 2.455 -1.143
H 0.288 -4.140 0.907
H 4.135 -5.609 -0.674
H -3.375 4.108 1.544
H -1.078 -4.928 2.858
C -3.643 2.328 -2.576
C -3.691 -0.527 1.457
H -0.409 -6.295 1.972
H 2.463 -5.074 -0.759
Ge 1.239 -1.487 0.218
S 5.388 -0.208 -0.158
C 3.442 -4.975 -1.220
H -3.788 -1.490 -2.127
H -3.622 3.399 -2.709
C -4.255 0.157 -3.392
H 0.283 -2.792 3.045
C 3.896 0.075 0.070
N 2.671 0.140 0.219
H 4.942 -3.509 -1.623
N 0.945 2.557 0.884
H 1.722 -3.653 3.553
C 1.362 3.104 -0.272
C -4.213 1.531 -3.554
H -4.684 -0.466 -4.164
H -2.699 4.915 -1.282
H -3.054 -2.647 -0.334
H -4.075 2.486 1.469
H -1.270 4.962 -0.246
C -2.098 -2.136 -0.221
H 4.008 -3.173 -0.175
H 2.168 0.969 0.549
H -1.173 4.169 -1.828
H 3.314 6.695 1.014
H 1.368 5.225 2.865
H -4.489 3.675 0.227
H 1.075 -1.858 -2.351
H 2.129 4.791 -1.321
H 0.325 -5.788 3.486
H -3.391 -1.286 2.177
H 2.221 7.016 -0.322
C 3.934 -3.533 -1.206
C 0.970 3.325 1.982
C 1.385 4.641 1.959
H -1.516 -2.226 -1.137
C 1.619 -2.444 -1.608
H -1.553 -2.613 0.597
C -3.691 3.311 0.875
C 1.803 4.403 -0.370
H 3.061 -2.963 -3.064
H 2.304 -1.466 2.609
*
```

Calculated values
- HOMO (alpha / beta) (eV) = -13.114 / -13.116

What are the Löwdin partial charges on each atom? They are as follows, in elementary charge units: number 1, P, carries 0.72; number 2, H, carries 0.09; number 3, P, carries 0.83; number 4, H, carries 0.12; number 5, H, carries 0.05; number 6, C, carries -0.29; number 7, C, carries -0.23; number 8, C, carries -0.23; number 9, H, carries 0.03; number 10, H, carries 0.07; number 11, C, carries -0.29; number 12, C, carries -0.38; number 13, H, carries 0.10; number 14, H, carries 0.05; number 15, C, carries -0.09; number 16, C, carries -0.31; number 17, C, carries -0.07; number 18, C, carries -0.39; number 19, C, carries -0.32; number 20, H, carries 0.12; number 21, H, carries 0.11; number 22, H, carries 0.07; number 23, Pt, carries 0.51; number 24, C, carries -0.02; number 25, H, carries 0.12; number 26, H, carries 0.08; number 27, H, carries 0.08; number 28, H, carries 0.06; number 29, H, carries 0.07; number 30, C, carries -0.07; number 31, C, carries -0.21; number 32, H, carries 0.08; number 33, H, carries 0.05; number 34, Ge, carries 1.08; number 35, S, carries 0.95; number 36, C, carries -0.09; number 37, H, carries 0.10; number 38, H, carries 0.11; number 39, C, carries -0.04; number 40, H, carries 0.11; number 41, C, carries -0.78; number 42, N, carries -0.06; number 43, H, carries 0.11; number 44, N, carries -0.19; number 45, H, carries 0.12; number 46, C, carries -0.17; number 47, C, carries -0.04; number 48, H, carries 0.12; number 49, H, carries 0.06; number 50, H, carries 0.06; number 51, H, carries 0.03; number 52, H, carries 0.05; number 53, C, carries -0.27; number 54, H, carries 0.07; number 55, H, carries 0.01; number 56, H, carries 0.06; number 57, H, carries 0.11; number 58, H, carries 0.13; number 59, H, carries 0.07; number 60, H, carries 0.05; number 61, H, carries 0.13; number 62, H, carries 0.08; number 63, H, carries 0.06; number 64, H, carries 0.09; number 65, C, carries -0.27; number 66, C, carries -0.11; number 67, C, carries 0.01; number 68, H, carries 0.04; number 69, C, carries -0.31; number 70, H, carries 0.02; number 71, C, carries -0.21; number 72, C, carries 0.00; number 73, H, carries 0.12; number 74, H, carries 0.06


no.,maximum force (eV/A),molar mass (g/mol),energy (hartree)
1,1.2,571.5,-3130.5541
2,4.3,722.7,-3648.6818
3,2.1,732.3,-4363.9730